Below is 9 unconnected molecules or ions with the total composition C34H87N13O9 in a non-equilibrium geometry, with properties calculated with the ωB97M-V functional and the def2-TZVPD basis.

SMILES   CC1(C)CCCC(C)(C)N1O.CC1(C)CCCC(C)(C)N1O.COC[C@H](C)N.COC[C@H](C)N.COC[C@H](C)N.NC(N)=O.NC(N)=O.NC(N)=O.NC(N)=O
Maximum force   2.6 eV/A
Energy   -74467.6010 eV
HOMO energy   -8.231 eV
E_LUMO   -0.09 eV

Geometry as ORCA input:
```
! wB97M-V def2-TZVPD RIJCOSX def2/J DEFGRID3
* xyz 0 1
C -1.9749 3.8322 -0.3608
C -2.1443 4.5081 1.0102
C -1.4573 5.8773 0.9694
C -3.6334 4.7069 1.2717
C -3.9718 5.0061 2.7209
C -3.4409 3.9007 3.6165
C -1.9508 3.6307 3.4463
C -1.2299 4.8095 4.1830
C -1.4851 2.3525 4.1604
N -1.6066 3.5809 2.0201
O -0.2186 3.3684 1.8143
H -2.5448 2.9131 -0.4545
H -2.1990 4.5957 -1.1086
H -0.9194 3.6051 -0.5309
H -0.3657 5.8287 0.8495
H -1.7356 6.4468 0.0806
H -1.6546 6.4942 1.8444
H -4.0910 5.4473 0.6145
H -4.1362 3.7634 1.0279
H -3.7219 6.0145 3.0714
H -5.0600 5.0642 2.8424
H -4.0281 2.9937 3.4153
H -3.6801 4.1145 4.6607
H -0.1504 4.6241 4.1837
H -1.5274 4.8935 5.2261
H -1.4839 5.7406 3.6826
H -0.4729 2.1045 3.8759
H -2.1557 1.5306 3.8965
H -1.6088 2.5587 5.2221
H 0.1867 4.2301 2.0072
C 1.5478 -1.1387 -1.5722
C 3.0067 -1.0873 -1.1543
C 3.2256 -1.7173 0.2239
C 3.9239 -1.8147 -2.1176
C 4.0616 -1.0809 -3.4437
C 4.7038 0.2870 -3.1478
C 3.8920 1.1138 -2.1616
C 4.8392 2.2225 -1.6624
C 2.6645 1.7185 -2.8654
N 3.5449 0.2930 -0.9994
O 2.8174 1.0505 -0.0600
H 0.9044 -0.5065 -0.9564
H 1.3035 -0.9887 -2.6207
H 1.1653 -2.1300 -1.2912
H 4.2692 -1.7006 0.5313
H 2.6852 -1.2073 1.0248
H 2.8267 -2.7365 0.2069
H 4.9685 -1.9088 -1.8094
H 3.5280 -2.8257 -2.2540
H 4.6041 -1.6159 -4.2269
H 3.1077 -0.8755 -3.9547
H 4.9823 0.7617 -4.0948
H 5.7264 0.0302 -2.8272
H 5.2452 2.0375 -0.6667
H 4.2711 3.1489 -1.5034
H 5.6522 2.4961 -2.3329
H 2.7905 1.9251 -3.9302
H 2.5074 2.7159 -2.4377
H 1.7292 1.1933 -2.6950
H 3.4641 1.2643 0.6214
C -1.0720 1.1162 -2.3314
O -1.6788 2.1882 -3.0399
C -0.7848 3.1909 -3.5701
C -0.6888 2.9602 -5.0645
C -0.1455 1.6031 -5.5180
N 0.2778 4.0027 -5.5892
H -1.8839 0.5734 -1.8490
H -0.4079 1.5280 -1.5699
H -0.7158 0.3725 -3.0525
H -1.2321 4.1538 -3.3329
H 0.1595 2.9854 -3.0517
H -1.6649 3.1213 -5.5236
H 0.8153 1.4212 -5.0356
H -0.0216 1.5864 -6.5999
H -0.8419 0.8036 -5.2484
H 0.8767 3.5570 -6.2708
H 0.8770 4.2798 -4.8192
C 3.5607 -3.1091 3.5994
O 3.2384 -4.4570 3.7852
C 2.0109 -4.9740 3.3718
C 1.4652 -5.8555 4.4692
C 2.3707 -6.9811 4.9487
N 0.1442 -6.4332 4.0085
H 2.8114 -2.4425 4.0589
H 3.6069 -2.8251 2.5391
H 4.5249 -2.9295 4.0625
H 1.2837 -4.1764 3.1815
H 2.0842 -5.5898 2.4658
H 1.0807 -5.2987 5.3307
H 1.7571 -7.7394 5.4365
H 3.1121 -6.6720 5.6883
H 2.9269 -7.4496 4.1322
H -0.2047 -7.0144 4.7645
H 0.4181 -7.1278 3.3080
C -0.3616 -3.0065 -4.2341
O -1.5022 -2.6685 -3.5225
C -2.7348 -2.6323 -4.1993
C -3.4739 -1.3136 -4.0335
C -4.0288 -1.1265 -2.6254
N -4.5643 -1.1584 -4.9959
H -0.5268 -3.6341 -5.1145
H 0.3641 -3.4618 -3.5613
H 0.1486 -2.1059 -4.6169
H -2.5753 -2.8381 -5.2689
H -3.3838 -3.4575 -3.8577
H -2.7185 -0.5280 -4.1682
H -4.8018 -0.3629 -2.5792
H -3.2546 -0.8890 -1.9040
H -4.5213 -2.0648 -2.3435
H -5.0742 -2.0448 -5.0531
H -4.2365 -1.1246 -5.9621
N 4.2201 0.8281 3.1405
C 5.5203 0.5394 3.5521
N 6.3730 1.6124 3.4552
O 5.8014 -0.5615 3.9736
H 3.5029 0.2526 3.5388
H 4.0459 1.7787 2.8741
H 7.2963 1.5892 3.8446
H 5.9575 2.5184 3.3401
N -1.9926 0.4587 0.9024
C -0.8726 -0.2992 1.1591
N 0.1467 0.4724 1.6401
O -0.7675 -1.5259 1.0546
H -1.9306 1.3523 1.3756
H -2.9273 0.2109 0.5930
H 0.9561 -0.0247 1.9562
H -0.0294 1.4656 1.6605
N -5.9283 -1.0379 2.0136
C -4.9469 -1.6728 1.2530
N -4.6424 -2.9311 1.6835
O -4.3376 -1.1327 0.3501
H -6.3352 -1.5873 2.7495
H -6.5431 -0.4399 1.4889
H -4.0239 -3.4252 1.0529
H -5.2320 -3.5146 2.2475
N -1.2757 -5.0090 1.5357
C -1.8665 -5.0099 0.2999
N -1.9000 -3.7647 -0.2859
O -2.5182 -5.9426 -0.1565
H -0.7942 -4.1828 1.8420
H -1.4445 -5.7888 2.1414
H -2.2856 -3.6894 -1.2084
H -1.5363 -2.9498 0.2063
*
```